# C35H56Cl2F7N3O12S2

7 unconnected molecules or ions with the total composition C35H56Cl2F7N3O12S2 in a non-equilibrium geometry (ωB97M-V/def2-TZVPD, OMol25).

```
117
Properties=species:S:1:pos:R:3:forces:R:3:lowdin_charge:R:1
C -4.273 -2.089 -3.828 0.4 0.6 0.5 -0.002
C -4.091 -0.584 -3.224 -1.9 1.0 -4.9 -0.359
O -4.453 0.346 -4.026 1.7 -3.4 4.4 0.034
N -3.632 -0.386 -1.835 0.4 0.9 0.0 -0.084
C -4.628 0.428 -1.099 -2.6 0.5 0.8 -0.085
C -2.216 0.029 -1.687 1.9 1.1 -2.8 -0.305
C -1.548 -0.330 -3.139 2.5 -1.5 -3.1 -0.131
N -1.000 -0.683 -4.165 -3.2 2.1 5.8 0.212
C -1.951 1.601 -1.485 -0.3 1.2 -0.3 -0.127
C -2.571 2.522 -2.691 0.4 1.0 1.5 -0.144
C -2.251 4.063 -2.224 -0.2 0.0 0.0 -0.187
C -1.177 4.784 -3.203 -1.2 0.6 -0.7 -0.221
S 0.333 5.351 -2.281 0.8 -0.9 5.3 0.736
O -0.015 6.512 -1.390 0.9 -2.2 -3.7 -0.330
O 0.837 4.205 -1.409 -1.1 2.5 -3.6 -0.360
O 1.528 5.742 -3.429 -2.0 -1.2 1.1 -0.203
C -1.392 -0.922 -0.607 -3.0 -3.1 -0.8 -0.297
C -1.458 -2.370 -1.360 0.7 -3.4 -1.1 -0.148
N -1.467 -3.465 -1.885 -0.1 6.1 3.0 0.211
C -2.293 -1.173 0.726 -0.2 -0.8 1.0 -0.576
Cl -2.457 0.287 1.824 -0.2 -0.2 -1.8 0.615
C -1.774 -2.431 1.643 -1.7 -0.8 0.3 -0.630
C -2.989 -3.519 1.807 0.3 0.6 0.8 -0.133
Cl -1.481 -1.813 3.373 0.7 -1.4 -1.1 0.546
S 0.345 -0.358 -0.292 3.5 9.2 -1.1 0.868
O 0.409 0.865 0.634 -1.5 -4.8 -1.4 -0.306
O 1.061 0.173 -1.541 -2.5 -3.7 2.5 -0.295
C 1.540 -1.563 0.448 3.1 -1.1 3.4 -0.297
F 2.788 -0.826 0.535 -3.7 -1.7 -0.6 0.044
F 1.290 -1.895 1.836 0.0 0.7 -4.0 0.035
C 1.904 -2.891 -0.367 1.6 -2.7 1.8 -0.163
F 0.962 -3.975 -0.187 2.1 3.4 -0.9 0.071
F 3.100 -3.407 0.294 -2.9 1.5 -1.7 0.055
C 2.353 -2.710 -1.901 1.1 -1.2 -3.5 -0.282
F 1.308 -2.475 -2.824 2.4 -0.4 3.2 0.064
F 2.937 -3.979 -2.287 -1.6 3.3 1.2 0.075
F 3.362 -1.740 -2.144 -3.1 -2.7 1.0 0.091
H -4.273 -2.004 -4.976 0.0 0.0 2.0 0.098
H -3.403 -2.755 -3.487 -1.5 0.9 -0.4 0.055
H -5.297 -2.514 -3.487 1.8 0.7 -0.4 0.099
H -4.270 0.957 -0.155 0.0 -1.0 -1.4 0.072
H -5.175 1.231 -1.738 1.3 -1.4 0.9 0.108
H -5.478 -0.293 -0.761 1.5 1.2 -0.5 0.117
H -2.386 1.970 -0.472 0.7 -0.9 -1.8 0.110
H -0.838 1.907 -1.460 -1.6 -1.1 0.0 0.117
H -3.710 2.461 -2.757 1.8 -0.3 -0.2 0.094
H -2.058 2.328 -3.700 -1.0 0.0 1.5 0.115
H -3.239 4.670 -2.274 1.8 -0.9 0.0 0.126
H -1.911 4.104 -1.113 -0.4 -0.1 -2.0 0.124
H -0.907 4.119 -4.112 -0.1 1.1 1.7 0.115
H -1.698 5.741 -3.593 1.3 -1.4 0.5 0.121
H 1.775 4.868 -3.831 -0.1 0.9 0.5 0.094
H -3.388 -1.468 0.469 2.2 0.8 -0.2 0.116
H -0.895 -3.014 1.211 -0.8 1.2 0.8 0.087
H -2.817 -4.050 2.819 -0.3 0.7 -2.0 0.062
H -3.997 -2.956 1.939 1.7 -1.0 -0.4 0.090
H -3.024 -4.281 0.954 0.1 1.3 1.1 0.089
C -5.218 -3.267 6.115 0.2 0.3 -0.3 -0.017
C -5.260 -4.397 5.122 0.3 0.1 -0.7 -0.484
C -5.840 -5.707 5.586 0.1 -0.2 -0.4 -0.023
O -4.841 -4.258 3.986 -0.4 -0.1 0.7 0.037
H -4.775 -2.387 5.643 0.0 -0.1 0.1 0.084
H -6.231 -3.018 6.439 0.1 -0.1 0.2 0.087
H -4.604 -3.549 6.974 -0.2 0.0 0.1 0.090
H -6.881 -5.566 5.886 0.1 0.0 0.2 0.086
H -5.255 -6.098 6.421 -0.2 0.1 0.1 0.087
H -5.807 -6.428 4.767 0.0 0.1 0.1 0.084
C 7.549 -3.646 1.507 0.3 -0.3 0.1 -0.023
C 6.572 -3.714 2.650 0.0 -0.5 0.7 -0.497
C 5.403 -2.766 2.619 -0.1 -0.1 0.4 -0.019
O 6.721 -4.505 3.565 0.0 0.4 -0.5 0.055
H 8.339 -4.385 1.661 -0.1 0.1 0.0 0.081
H 7.038 -3.870 0.568 0.0 0.2 0.0 0.083
H 8.002 -2.653 1.464 -0.2 0.0 -0.2 0.085
H 4.798 -2.952 1.729 0.2 0.3 0.0 0.061
H 5.762 -1.734 2.625 -0.1 0.0 -0.3 0.078
H 4.783 -2.927 3.504 0.1 0.0 -0.1 0.083
C -3.508 8.936 1.659 -0.3 -0.3 0.0 -0.028
C -3.040 8.694 0.248 -0.3 -0.6 -0.6 -0.503
C -1.856 9.488 -0.235 0.0 -0.1 -0.4 -0.027
O -3.599 7.888 -0.475 0.3 0.4 0.4 0.049
H -4.369 8.296 1.869 0.1 0.1 -0.1 0.082
H -2.710 8.692 2.362 0.0 0.2 0.0 0.086
H -3.811 9.979 1.776 0.2 0.0 0.1 0.084
H -0.984 9.268 0.385 0.0 0.2 0.0 0.089
H -2.085 10.556 -0.201 0.1 0.0 0.2 0.084
H -1.630 9.210 -1.267 0.0 0.0 0.2 0.080
C 0.929 1.566 5.957 -0.4 0.1 0.0 -0.024
C 0.832 0.115 6.347 -0.7 -0.4 0.2 -0.506
C 2.111 -0.677 6.395 -0.2 -0.4 0.1 -0.023
O -0.241 -0.398 6.613 0.6 0.3 -0.2 0.043
H -0.069 2.010 5.964 0.1 -0.1 0.0 0.082
H 1.557 2.102 6.673 0.1 0.0 -0.2 0.085
H 1.344 1.653 4.950 0.2 0.1 0.1 0.086
H 2.791 -0.241 7.131 0.1 0.1 -0.2 0.086
H 2.579 -0.690 5.408 0.1 0.1 0.1 0.083
H 1.890 -1.706 6.691 0.0 0.2 0.0 0.084
C 1.692 -3.138 -5.392 -0.2 -0.3 -0.3 -0.039
C 2.138 -3.380 -6.810 -0.5 -0.6 -0.4 -0.494
C 3.315 -2.585 -7.312 0.0 -0.1 -0.4 -0.027
O 1.570 -4.188 -7.523 0.4 0.5 0.4 0.061
H 0.836 -3.778 -5.168 0.1 0.1 0.0 0.092
H 2.502 -3.381 -4.702 0.0 0.2 -0.1 0.068
H 1.391 -2.095 -5.271 0.2 0.0 0.1 0.074
H 4.197 -2.804 -6.706 0.0 0.2 0.1 0.084
H 3.085 -1.518 -7.275 0.1 0.0 0.2 0.084
H 3.524 -2.863 -8.347 -0.1 0.0 0.2 0.082
C 4.878 0.427 -1.279 0.0 -0.1 0.3 -0.024
C 6.010 0.743 -0.339 0.0 -0.3 0.5 -0.486
C 6.966 1.833 -0.743 0.3 0.0 0.4 -0.024
O 6.143 0.138 0.708 0.0 0.2 -0.4 0.057
H 4.275 -0.374 -0.858 0.4 0.4 -0.1 0.038
H 4.247 1.308 -1.410 0.1 0.0 -0.2 0.099
H 5.276 0.098 -2.242 -0.1 0.2 -0.1 0.092
H 6.429 2.778 -0.851 0.0 -0.1 -0.2 0.087
H 7.458 1.568 -1.682 -0.1 0.2 -0.1 0.085
H 7.729 1.951 0.031 -0.1 0.0 -0.1 0.083
```
Positions in Å, forces in eV/Å.

Calculated values
structure (SMILES)	CC(=O)N(C)[C@@](C#N)(CCCCS(=O)(=O)O)[C@](C#N)([C@H](Cl)[C@H](C)Cl)S(=O)(=O)C(F)(F)C(F)(F)C(F)(F)F.CC(C)=O.CC(C)=O.CC(C)=O.CC(C)=O.CC(C)=O.CC(C)=O
HOMO-LUMO gap	8.05	eV
charge	0
HOMO level	-9.2	eV